No. 1
# C42H36NO9PReS

C42H36NO9PReS as an isolated structure (wB97M-V/def2-TZVPD, the Open Molecules 2025 dataset).

The net charge is +2. As for the spin multiplicity: 2. For the molar mass, the calculation gives 948.00 g/mol. As for the orbital gap (spin up / spin down): 6.771 / 7.102 eV. As for the energy above the lowest of the compared OMol25 structures with the same formula, charge and spin: 55.66 kJ/mol. The highest occupied orbital energy (spin up / spin down) comes out at -13.58 / -13.58 eV.

```
91
Properties=species:S:1:pos:R:3:forces:R:3:lowdin_spin:R:1
O 0.85283 -2.63175 1.09841 0.1 -0.2 0.0 0.00
O 2.78021 -2.32488 -2.64896 0.1 0.0 -0.2 0.00
C 2.15507 5.06512 1.82886 0.0 0.0 0.0 0.00
H 2.28233 5.14291 -2.01856 0.0 0.0 0.0 0.00
H -2.47223 0.44228 5.81272 0.0 0.0 0.0 0.00
C 0.08010 -5.58047 -2.65156 0.0 0.0 0.0 0.00
H 6.31974 -1.16635 -0.72811 0.0 0.0 0.0 0.00
C -3.16211 0.18095 -1.94208 0.0 0.0 0.0 0.00
H 1.88471 -4.62277 -3.33051 0.0 0.0 0.0 0.00
H 4.73293 1.27177 -2.53411 0.0 0.0 0.0 0.00
H -4.36321 0.79149 -5.04542 0.0 0.0 0.0 0.00
C -2.49312 2.17906 2.36514 -0.1 0.0 -0.1 0.00
O 1.03770 0.53882 1.21289 0.4 0.1 -0.1 0.06
C -2.56436 -1.80461 2.82712 0.0 0.0 0.0 0.00
O -0.99792 1.98317 -0.39564 0.0 0.1 0.1 0.00
C -2.21052 -1.68985 0.44981 -0.1 -0.1 0.0 0.00
N 3.09940 -1.52612 0.16899 -0.2 -0.1 0.0 0.00
C 3.20837 -2.59995 0.94197 0.0 -0.1 0.0 0.00
C 2.22062 5.11773 -0.93865 0.0 0.0 0.0 0.00
H -3.91655 -2.22708 -0.76257 0.0 0.0 0.0 0.00
C 1.96390 6.28273 -0.23007 0.0 0.0 0.0 0.00
O 2.88721 0.74251 -1.25069 -0.1 0.1 0.1 0.00
H -2.49156 2.66576 1.39726 0.0 0.0 0.1 0.00
C -1.44193 -4.16438 -1.43295 0.1 0.0 0.0 0.00
H -1.18116 -1.79988 -3.86779 0.0 0.0 0.0 0.00
H -5.36647 -2.71543 1.15389 0.0 0.0 0.0 0.00
C -2.16331 -0.73798 -2.26801 0.0 0.0 -0.1 0.00
H 2.17175 5.06127 2.91375 0.0 0.0 0.0 0.00
C 1.93044 6.25576 1.15772 0.0 0.0 0.0 0.00
H 4.51036 -4.10563 1.79149 0.0 0.0 0.0 0.00
C 2.69319 2.63219 1.88642 0.0 0.0 -0.1 0.00
C 0.94303 -4.50880 -2.81021 0.0 0.0 0.0 0.00
S 1.33493 1.52379 2.39723 -0.2 -0.3 0.2 0.01
H 3.13496 2.86678 2.85891 0.0 0.0 0.0 0.00
H -2.36123 -4.06223 -0.87497 0.0 0.0 0.0 0.00
C -3.68156 1.73120 2.92490 0.0 0.0 0.0 0.00
C 2.38953 3.88670 1.12230 0.0 0.0 0.1 0.00
H -4.60575 0.77490 4.60712 0.0 0.0 0.0 0.00
H -4.50414 -2.46109 3.45922 0.0 0.0 0.0 0.00
H 1.81181 7.21592 -0.75562 0.0 0.0 0.0 0.00
H -2.06257 2.51654 -2.66017 0.0 0.0 0.0 0.00
Re 0.91079 -0.17450 -0.60315 -0.3 0.4 -0.3 0.86
H -4.73944 1.42227 -2.68404 0.0 0.0 0.0 0.00
C -1.10497 -5.40761 -1.95570 0.0 0.0 0.0 0.00
H -0.19885 3.02175 1.46711 -0.1 0.1 0.0 0.00
P -1.13102 -1.43946 -0.96769 0.2 0.0 0.4 -0.01
O -0.12806 1.76368 -2.45635 -0.1 0.0 0.1 0.00
C 4.43004 -3.21869 1.17755 0.1 0.0 0.0 0.00
C -0.25034 1.42898 -1.17201 0.3 -0.4 -0.2 0.00
C 2.42327 3.92071 -0.26709 0.0 0.0 0.0 0.00
C -1.94595 -1.08251 -3.60083 0.0 0.0 0.0 0.00
H -3.32511 0.47145 -0.91210 0.0 0.0 0.0 0.00
C -3.95291 0.72520 -2.94190 0.0 -0.1 0.0 0.00
H -2.56950 -0.80652 -5.62876 0.0 0.0 0.0 0.00
O 1.07375 -0.90396 -2.33299 0.3 -0.3 0.2 0.05
H -2.18917 -1.68170 3.83360 0.0 0.0 0.0 0.00
C 0.60619 -3.26031 -2.30287 0.0 0.1 0.1 0.00
C -1.29031 1.37175 4.28758 0.0 0.1 0.1 0.00
H 0.31645 3.45428 3.11652 0.0 0.0 0.0 0.00
H 2.77406 -4.32816 2.68631 0.0 0.0 0.0 0.00
O 1.89021 -4.05690 2.40920 0.0 0.1 -0.1 0.00
H -0.92074 2.79318 -4.00896 0.0 0.0 0.0 0.00
C -4.34924 -2.38819 1.32225 0.0 0.0 0.0 0.00
C -3.52784 -2.11419 0.24176 0.0 0.0 0.0 0.00
H 1.75464 7.16485 1.71686 0.0 0.0 0.0 0.00
C -0.60431 -3.07102 -1.61168 0.0 0.0 0.0 0.00
C 3.95536 0.13876 -1.25197 0.2 -0.1 0.0 0.00
C -1.04398 2.78026 -2.93133 0.1 0.0 0.0 0.00
H -1.77438 -6.24502 -1.81025 0.0 0.0 0.0 0.00
H 6.53518 -3.18037 0.75157 0.0 0.0 0.0 0.00
C -0.05417 2.64502 2.47858 -0.1 0.0 -0.1 0.01
H -0.36512 1.25145 4.84211 0.0 0.0 0.0 0.00
C -3.67652 1.10941 4.16479 0.0 0.0 0.0 0.00
C -3.73965 0.37099 -4.26747 0.0 0.0 0.0 0.00
C 4.20278 -1.05114 -0.39477 0.0 0.1 -0.1 0.00
C 5.57586 -2.70908 0.58823 0.0 0.0 0.0 0.00
C 1.60960 -2.17942 -2.45813 -0.3 0.2 0.0 0.01
C -2.73300 -0.52673 -4.59671 0.0 0.0 0.0 0.00
H -4.61350 1.87724 2.39476 0.0 0.0 0.0 0.00
H -0.78536 3.74139 -2.49573 0.0 0.1 0.0 0.00
C -3.86335 -2.24158 2.61504 0.0 0.0 0.0 0.00
C -1.29635 2.01233 3.05152 0.0 0.0 -0.1 0.00
H 2.64092 3.02329 -0.82888 0.0 -0.1 0.0 0.00
C -1.74028 -1.52229 1.75023 0.0 0.1 0.0 0.00
H 0.33464 -6.54761 -3.06292 0.0 0.0 0.0 0.00
O 4.97344 0.50777 -1.98027 -0.1 0.1 0.0 0.00
H 3.37852 1.95961 1.36757 0.0 0.0 0.0 0.00
H -0.73131 -1.18218 1.93375 -0.1 0.0 0.0 0.00
C -2.47876 0.92145 4.84259 0.0 0.1 0.0 0.00
C 5.46433 -1.59535 -0.22731 0.0 0.0 0.0 0.00
C 1.88805 -3.10269 1.48294 -0.1 0.1 0.2 0.00
```
Positions in Å, forces in eV/Å.



No. 2
# C31H47N6OPbSi2Te

C31H47N6OPbSi2Te as an isolated structure in a non-equilibrium geometry (wB97M-V/def2-TZVPD, the Open Molecules 2025 dataset).

The net charge is +1. As for the spin multiplicity: 1. For the molar mass, the calculation gives 910.73 g/mol. As for the orbital gap (spin up / spin down): 5.245 / 5.355 eV. As for the energy above the lowest of the compared OMol25 structures with the same formula, charge and spin: 0.00 kJ/mol. The highest occupied orbital energy (spin up / spin down) comes out at -9.36 / -9.40 eV.

```
89
Properties=species:S:1:pos:R:3:forces:R:3:lowdin_charge:R:1
H 0.84825 -4.77778 1.17923 0.0 0.0 0.0 0.01
C 0.09696 5.83766 -1.38233 0.7 1.0 0.0 -0.17
H 1.48334 3.10953 1.12285 -0.2 -0.1 0.2 0.01
N -2.21639 -0.29775 -3.03047 1.0 -2.6 1.9 0.08
H -2.87472 3.40269 -5.51497 0.1 -0.2 0.0 0.11
H 2.29615 1.61718 1.43236 0.4 -0.5 -0.2 0.02
H 1.36760 -4.49428 5.53901 -0.1 -0.4 0.4 0.02
H 2.13786 4.35842 -2.61269 -0.5 0.2 -0.2 0.09
C 1.70865 -3.48198 -1.44981 1.7 -0.9 -0.5 -0.31
H 1.83667 -2.41177 1.57959 0.0 0.2 0.3 -0.03
C 1.16804 -2.03958 2.36634 -0.5 -0.1 -0.4 -0.51
H 2.36989 0.34098 4.26702 0.0 0.4 0.1 0.02
H 0.99322 0.57004 5.33368 0.1 0.3 -0.3 0.04
H -0.61677 3.99458 3.06824 -0.2 0.2 -0.2 0.02
H -1.91719 -3.60925 2.92718 -0.1 -0.2 -0.3 0.02
H 0.43950 4.24239 4.42240 0.5 0.4 0.4 0.03
N -1.30377 -0.99354 -2.40347 -2.2 0.7 -0.8 -0.05
H 3.03634 -6.55316 -2.43687 -0.1 0.7 0.3 0.11
C -1.28510 -3.35489 3.76879 0.1 0.4 0.3 -0.21
H 1.77529 -2.76029 5.35842 0.0 0.0 0.3 0.02
H -1.10652 1.58573 1.81251 0.3 -0.1 -0.1 -0.02
C 0.80063 -5.05086 2.23459 -0.8 0.1 0.2 -0.16
H -3.78026 3.24655 -0.86115 0.1 0.1 -0.1 0.09
C -1.39061 6.13162 -1.51051 0.4 0.0 0.6 -0.14
H 2.66163 -3.98493 4.43401 -0.1 0.0 0.3 0.04
C -3.42490 -3.80731 -1.44334 -0.6 1.4 -0.5 -0.07
Te -0.35159 -0.91470 1.26838 0.3 0.9 0.8 1.20
H 0.50408 6.32868 -0.47454 -0.2 -0.1 -0.3 0.14
H 0.94801 -5.14597 -2.59667 0.7 0.1 0.2 0.11
Si 0.52262 -3.55050 3.34685 0.8 -0.4 0.2 0.45
H -1.27110 0.70067 3.25106 -0.2 -0.4 0.5 -0.01
C 1.98066 2.52919 1.91125 -0.4 0.6 -0.1 -0.16
H -0.05909 -5.71519 2.38132 0.0 0.0 -0.2 0.04
H -3.05457 2.83183 0.72532 0.0 0.0 -0.6 0.10
C 1.69413 1.10993 4.67055 -0.7 -0.5 -0.4 -0.17
C 0.03610 1.75000 -4.85736 -0.8 -0.4 0.7 -0.13
Si 0.80006 2.04598 3.28713 0.3 -0.6 0.0 0.45
H -3.71961 1.38584 -4.15420 0.2 0.2 -0.2 0.11
H 2.88920 -1.97895 -0.34541 -0.1 -0.4 -0.2 0.07
H 5.08795 -5.54470 -1.28897 -0.3 -0.2 0.0 0.10
H 2.23803 1.80225 5.29442 0.4 0.2 0.2 0.02
H -2.53473 1.99136 -0.75937 0.1 -0.6 -0.2 0.06
C -2.86251 2.93089 -0.36635 0.7 0.8 0.9 -0.01
C -2.67169 1.56135 -4.39391 0.8 0.0 0.6 0.01
C 4.12907 -5.03897 -1.33375 -0.1 1.4 0.5 -0.09
C -3.07985 -2.54338 -1.89005 -0.4 -1.1 0.3 -0.01
C -1.10554 -4.41170 -1.15388 0.0 -0.8 -0.1 -0.02
H 0.68971 6.23781 -2.22333 -0.4 0.1 0.2 0.13
N 0.59483 -2.66681 -1.64266 -0.4 0.4 0.5 -0.09
C -0.68252 -3.12088 -1.57653 0.5 0.3 0.2 -0.27
H 1.84568 2.95345 -1.58894 -0.1 0.1 0.0 0.05
C -0.16239 3.51111 3.92660 -0.6 -0.6 -0.2 -0.17
C -1.73148 -2.20443 -1.93089 1.2 0.3 0.1 -0.27
C -2.10632 5.31766 -0.44632 -0.4 0.2 0.5 -0.16
C 1.68627 -3.72426 4.86479 -0.3 0.6 -1.6 -0.17
H -0.98574 3.21809 4.59097 0.2 0.0 0.0 0.05
H -2.79471 -5.68169 -0.68847 0.3 -0.1 -0.2 0.12
H -3.20948 5.42889 -0.53766 0.7 -0.1 0.1 0.13
H 1.10160 1.78422 -5.03257 0.1 0.0 -0.1 0.11
C 4.05653 -3.74402 -0.75143 -0.6 -0.5 -0.3 -0.08
N 0.39447 4.42896 -1.33439 0.0 -0.8 -0.2 -0.08
H 1.67005 -5.64154 2.48702 0.4 0.0 0.1 0.03
C 3.00185 -5.55312 -1.96949 -0.3 0.3 -0.1 -0.08
O -0.27138 2.25188 -1.11812 -0.3 0.6 0.2 -0.19
H 1.68023 -1.33609 3.01298 0.1 0.2 -0.1 -0.02
H -1.81990 5.65100 0.57578 -0.2 0.1 -0.5 0.13
H 2.85104 3.12374 2.18938 0.1 -0.2 0.2 0.04
H -4.45353 -4.08342 -1.32206 -0.4 0.0 -0.1 0.10
C -0.53730 3.47910 -1.02230 -0.4 -0.6 0.1 -0.45
C -0.53452 0.94491 2.50367 -0.2 -0.3 -1.0 -0.51
N -1.77455 3.91116 -0.57810 0.2 -0.9 -0.7 -0.08
H 2.50481 4.45319 -0.89431 -0.9 -0.3 -0.5 0.11
H -0.39890 3.47953 -6.04117 -0.1 0.0 0.0 0.10
C -2.20012 2.63763 -5.13619 0.6 -0.6 -0.1 -0.05
C 2.88570 -2.97701 -0.81334 -0.4 -0.5 -0.2 -0.09
H -1.57944 -3.96622 4.62303 0.0 0.0 0.0 0.04
H -0.35110 -5.16879 -0.92110 -0.4 0.4 0.1 0.10
H -1.51887 -2.30920 4.00821 0.1 -0.1 0.1 0.02
H 4.90774 -3.33215 -0.20950 -0.1 -0.1 -0.3 0.10
H -3.75154 -1.76273 -2.21750 -0.4 -0.3 0.2 0.11
C -0.81516 2.69330 -5.42555 -0.5 -0.1 0.5 -0.06
C -2.44831 -4.73948 -1.09977 1.0 0.3 0.5 -0.05
H -1.57554 7.19647 -1.33488 0.1 -0.2 -0.2 0.13
C 1.83145 -4.77233 -2.04941 -0.4 0.1 0.2 -0.04
C 1.76716 4.03565 -1.63903 0.7 0.1 1.0 -0.04
Pb 0.86770 -0.19723 -1.64190 -0.3 -0.6 -0.3 1.25
H -1.75299 5.86443 -2.49459 -0.1 -0.1 -0.3 0.12
N -0.37874 0.76417 -4.02432 -0.9 0.8 -0.4 0.03
C -1.72570 0.67115 -3.79905 1.4 2.8 -1.9 -0.37
```
Positions in Å, forces in eV/Å.



No. 3
# C8H6N2

One molecule with the formula C8H6N2 in a non-equilibrium geometry (wB97M-V/def2-TZVPD, the Open Molecules 2025 dataset).

As for the spin multiplicity: 1. For the molar mass, the calculation gives 130.15 g/mol. As for the orbital gap (spin up / spin down): 7.825 / 7.825 eV. As for the energy above the lowest of the compared OMol25 structures with the same formula, charge and spin: 527.32 kJ/mol. The highest occupied orbital energy (spin up / spin down) comes out at -7.54 / -7.54 eV.

```
16
Properties=species:S:1:pos:R:3:forces:R:3:nbo_charge:R:1
H 0.68370 2.86418 1.44950 0.7 0.9 0.9 0.21
C 1.28738 -1.41927 0.00999 -1.1 -2.1 -1.7 -0.05
C -0.87327 -1.50018 -0.75618 2.8 -4.0 0.0 0.21
H 2.14771 0.65999 1.29455 0.0 0.9 0.6 0.21
N 0.29830 -2.22514 -0.54700 -1.7 2.3 3.1 -0.21
H -2.38601 1.17211 -0.91829 1.7 -0.7 0.2 0.23
C -1.34937 0.99573 -0.48662 -1.5 4.1 1.5 -0.20
H 2.20099 -1.77281 0.38896 1.0 -0.5 0.1 0.22
C -0.79773 2.11240 0.21073 -0.9 -2.4 -0.6 -0.20
C 0.65091 -0.25645 0.25641 -1.1 2.3 -0.1 -0.09
C 0.36726 1.96391 1.01352 0.0 0.4 -1.4 -0.24
C 1.14733 0.86490 0.93136 0.4 -1.0 0.3 -0.17
H -0.99206 -3.56194 -1.12905 0.5 0.7 -0.3 0.35
C -0.67935 -0.20188 -0.34454 1.1 -1.1 -1.0 -0.15
H -1.25302 3.09400 0.20284 -0.3 -0.2 -0.2 0.21
N -0.45276 -2.78956 -1.57618 -1.5 0.4 -1.5 -0.33
```
Positions in Å, forces in eV/Å.



No. 4
# C2H5FNO

A 2-piece molecular cluster, C2H5FNO overall in a non-equilibrium geometry (wB97M-V/def2-TZVPD, the Open Molecules 2025 dataset).

The net charge is -1. As for the spin multiplicity: 1. For the molar mass, the calculation gives 78.07 g/mol. As for the orbital gap: 7.066 eV. As for the energy above the lowest of the compared OMol25 structures with the same formula, charge and spin: 435.73 kJ/mol. The highest occupied orbital energy comes out at -3.01 eV.

```
10
Properties=species:S:1:pos:R:3:forces:R:3:nbo_charge:R:1
H 2.19046 1.71842 -0.49891 0.3 1.9 0.1 0.20
C -1.46020 -0.77346 0.14544 0.7 0.8 0.7 0.20
N -2.74344 -0.84594 0.32320 0.7 -0.7 0.4 -0.28
H 2.40166 0.52663 -1.58694 0.6 -0.8 0.6 0.21
H 3.33102 0.59343 0.10552 -0.5 -0.7 -0.5 0.21
F -0.83160 -0.25975 1.45217 -1.3 -0.7 -1.0 -0.52
C 2.41668 0.68726 -0.49730 -1.8 0.6 -0.2 -0.90
O -3.56815 -1.25186 -0.63956 -0.3 0.1 0.2 -0.72
H 1.40395 0.41991 -0.08014 1.4 -1.0 0.0 0.27
H -3.14037 -0.81463 1.27652 0.2 0.4 -0.3 0.33
```
Positions in Å, forces in eV/Å.



Which value of energy above the lowest of the compared OMol25 structures with the same formula, charge and spin does entry 1 give?
55.66 kJ/mol



The highest molar mass belongs to which entry?
C42H36NO9PReS



Which of these has the lowest energy above the lowest of the compared OMol25 structures with the same formula, charge and spin?
C31H47N6OPbSi2Te